Below is 6 unconnected molecules or ions with the total composition C33H44N8O5 in a non-equilibrium geometry, with properties calculated with ωB97M-V/def2-TZVPD.

Atoms and positions in Å:
C1 -5.781 2.644 3.454
C2 -2.647 -1.001 2.877
H1 6.462 0.666 1.194
H2 5.193 1.836 -1.578
H3 7.781 1.285 -1.395
N1 7.195 0.535 -1.738
C3 2.015 -2.257 -0.727
H4 -5.964 4.563 6.717
H5 -2.264 -1.576 -0.473
H6 10.938 4.064 -3.157
C4 4.179 -1.373 -0.516
N2 9.217 3.683 -2.113
H7 -5.707 2.140 2.497
H8 2.007 -0.081 -0.761
C5 -4.652 -6.704 -5.355
C6 -3.367 -0.952 5.489
H9 11.260 6.350 -2.234
C7 -3.247 -1.674 -0.924
H10 7.759 -0.286 -1.898
C8 -5.525 4.581 4.615
C9 -4.452 -4.801 -4.129
H11 -4.549 -1.225 -3.851
H12 1.489 -2.925 -1.402
H13 -3.669 -0.971 6.531
H14 7.669 5.755 0.037
C10 -6.197 1.957 4.585
H15 -0.582 1.344 -2.899
N3 -3.621 -2.059 4.795
C11 -5.101 -7.428 -4.261
H16 9.587 7.224 -0.600
C12 -4.887 -5.433 -2.974
H17 -5.250 5.630 4.586
H18 -6.602 -1.966 -2.659
H19 -6.435 -2.527 -0.229
C13 -5.565 -2.204 -0.785
C14 -1.165 1.258 -0.450
O1 3.974 -1.112 0.655
O2 3.336 -2.158 -1.249
H20 7.668 -0.191 0.530
N4 -3.322 -1.365 -2.216
H21 -4.181 -3.753 -4.117
C15 5.305 -0.863 -1.379
C16 -4.330 -2.095 -0.167
O3 -0.835 1.003 0.903
C17 9.483 6.233 -1.023
N5 5.397 1.509 -0.643
C18 6.149 0.260 -0.763
H22 1.990 -2.722 0.256
H23 -2.167 1.676 -0.460
C19 -2.759 0.172 4.949
H24 -2.366 -1.058 1.834
C20 -0.246 2.217 -1.187
H25 -0.352 3.240 -0.840
C21 -2.400 0.143 3.612
C22 0.402 0.388 1.118
H26 -6.452 0.907 4.525
C23 10.234 4.476 -2.443
H27 -4.962 -4.883 -2.045
C24 -5.660 -1.892 -2.132
N6 -5.449 3.933 3.454
C25 8.419 5.422 -0.667
N7 6.665 -0.093 0.560
H28 0.806 1.941 -1.097
H29 -2.581 1.047 5.559
H30 -4.543 -7.178 -6.324
C26 10.413 5.752 -1.929
C27 -5.219 -6.776 -3.044
H31 -3.474 -2.989 2.977
H32 4.828 -0.468 -2.275
H33 -1.207 0.321 -1.014
C28 -3.261 -2.070 3.513
H34 -5.564 -7.306 -2.165
H35 -1.920 0.991 3.140
C29 -5.924 3.987 5.803
H36 0.645 -0.844 -1.560
H37 -5.350 -8.475 -4.362
C30 -6.267 2.645 5.784
C31 1.301 -0.908 -0.687
H38 1.229 1.054 0.858
H39 5.918 -1.697 -1.716
H40 7.514 3.496 -0.981
H41 -6.583 2.143 6.690
C32 8.333 4.161 -1.237
N8 -4.330 -5.414 -5.305
C33 -4.515 -1.479 -2.798
H42 4.531 1.325 -0.152
H43 -4.204 -2.330 0.880
O4 -0.597 2.242 -2.565
H44 0.448 0.210 2.190
O5 0.509 -0.849 0.483

Properties
- Relative energy (zero: lowest compared OMol25 entry of this formula, charge and spin): 0.0 kcal per mole
- HOMO level: -0.3354 hartree
- E_LUMO: 0.570 eV
- Kohn-Sham gap: 9.7 eV
- Total energy: -57091.293 eV

Partial charges, Mulliken, in e: C -0.2346; C 0.3787; H 0.2403; H 0.2998; H 0.1472; N -0.6966; C -0.6983; H 0.3647; H 0.4101; H 0.3598; C 0.4338; N -0.3920; H 0.4512; H 0.1300; C -0.3258; C -0.2854; H 0.3518; C -0.1390; H 0.2642; C -0.1994; C -0.2055; H 0.4951; H 0.3335; H 0.3942; H 0.3548; C -0.3141; H 0.3182; N -0.6129; C -0.2406; H 0.3712; C 0.0428; H 0.3608; H 0.3894; H 0.4450; C -0.5857; C 0.2460; O -0.5495; O -0.3672; H 0.2392; N -0.4254; H 0.4374; C -0.9313; C -0.0297; O -0.4003; C -0.2545; N -0.6746; C 0.9916; H 0.3039; H 0.4377; C -0.5694; H 0.1697; C -0.2935; H 0.3500; C -0.2790; C -0.4084; H 0.3743; C -0.2554; H 0.3278; C -0.1379; N -0.5795; C -0.6689; N -0.5757; H 0.1485; H 0.4082; H 0.3619; C -0.3525; C -0.6028; H 0.4590; H 0.2825; H -0.3595; C -0.5443; H 0.3772; H 0.5201; C -0.3467; H 0.1549; H 0.3660; C -0.2721; C 0.4008; H 0.3027; H 0.3950; H 0.2637; H 0.3939; C 0.2309; N -0.5321; C -0.6548; H 0.1753; H 0.1788; O -0.5732; H 0.3436; O -0.4092

=====

Below is a molecular structure, C33H45BN4O3Ru in a non-equilibrium geometry, with properties calculated with ωB97M-V/def2-TZVPD.

Atoms and positions in Å:
H1 -2.890 -3.424 1.468
H2 1.995 -4.988 -1.612
C1 0.721 1.192 -3.452
C2 -0.541 -3.014 0.405
C3 -0.191 3.201 1.429
H3 4.931 1.551 1.224
H4 -1.205 -1.758 -5.571
C4 -6.525 -0.109 -1.275
H5 -5.327 0.129 -3.052
H6 2.762 -0.619 1.363
Ru1 0.112 0.023 -0.280
C5 1.099 -1.301 3.139
N1 0.653 0.137 -2.590
H7 0.020 -6.171 -0.610
C6 0.347 -0.911 -3.334
C7 -6.542 -0.278 0.106
C8 1.249 -4.447 -1.050
H8 -0.812 4.511 3.027
C9 0.671 0.178 3.091
C10 -0.158 -1.468 -5.691
H9 2.471 0.815 4.109
H10 -1.208 -2.387 0.987
N2 0.509 -2.373 -0.122
C11 2.620 1.128 0.020
O1 -2.870 -0.077 -1.672
O2 -2.903 -0.421 0.570
H11 3.237 1.152 -2.715
C12 -5.337 -0.025 -1.986
H12 -2.278 3.628 1.018
H13 2.239 -2.543 -1.228
C13 3.895 1.728 -2.069
H14 -2.018 1.999 1.641
H15 5.428 -0.337 -1.333
H16 3.533 2.751 -2.027
H17 0.208 -1.912 -2.968
H18 0.837 3.910 3.193
C14 -0.761 -4.372 0.247
C15 2.203 0.246 1.052
H19 -0.010 4.293 -0.456
N3 0.226 -0.579 -4.628
H20 1.176 4.768 0.780
H21 0.809 -1.822 2.228
H22 1.144 0.382 5.186
C16 4.504 -0.320 -0.761
C17 -0.175 3.638 2.899
H23 1.770 3.052 -0.612
H24 -1.151 -0.437 4.093
C18 1.387 -3.084 -0.834
N4 -2.853 -4.425 1.479
H25 -1.575 2.393 -0.035
C19 4.886 1.959 0.217
C20 -4.188 -0.338 0.124
H26 -0.502 5.271 0.914
H27 0.455 1.282 -5.653
H28 -0.543 2.874 3.571
C21 -1.891 -5.145 0.868
H29 2.172 -1.402 3.279
C22 1.690 2.190 0.021
H30 -7.490 -0.306 0.623
C23 1.110 0.811 1.775
C24 -1.606 2.771 0.998
H31 0.617 -1.791 3.982
H32 4.720 -0.722 0.225
C25 0.791 2.076 1.121
B1 -2.071 -0.211 -0.540
H33 5.893 1.979 -0.192
H34 1.129 1.926 4.336
C26 -0.853 0.205 3.266
C27 1.394 0.879 4.252
C28 -5.369 -0.395 0.836
H35 -5.370 -0.520 1.906
H36 -7.459 -0.034 -1.811
H37 0.460 -2.366 -5.671
H38 -1.333 -0.158 2.351
C29 0.166 -5.106 -0.501
O3 -1.904 -6.354 0.817
H39 3.783 -0.969 -1.253
C30 0.150 4.456 0.607
H40 4.518 2.980 0.280
C31 3.957 1.107 -0.671
H41 4.886 1.747 -2.516
H42 0.949 2.184 -3.122
C32 -4.166 -0.138 -1.261
C33 0.465 0.757 -4.719
H43 -1.226 1.198 3.487
H44 -0.034 -0.971 -6.652
H45 -3.613 -4.925 1.909

Properties
- HOMO level (spin up / spin down): -0.3926 / -0.3906 hartree
- E_LUMO (spin up / spin down): -3.897 / -3.587 eV
- Spin multiplicity: 2
- Kohn-Sham gap (spin up / spin down): 6.8 / 7.0 eV
- Total energy: -50308.713 eV
- Charge: +1

Partial charges, Mulliken, in e: H 0.2156; H 0.5337; C -1.1420; C 0.0945; C 1.7482; H 0.3448; H 0.3201; C -0.5337; H 0.5053; H 0.4324; Ru 2.1141; C -2.2500; N 1.0330; H 0.5059; C -1.0112; C -0.6701; C -0.9548; H 0.4917; C 1.9448; C -0.8538; H 0.3440; H -0.2524; N 0.8964; C 1.3951; O -0.6177; O -0.4893; H 0.3220; C -1.2702; H 0.5769; H 0.0807; C -1.7057; H 0.1455; H 0.4609; H 0.3213; H 0.5625; H 0.3702; C 0.1748; C -0.2359; H 0.3664; N 0.1470; H 0.4165; H 0.4866; H 0.4962; C -1.7609; C -1.8655; H 0.7084; H 0.5253; C -0.4210; N -0.2491; H -0.0047; C -1.7137; C 0.5553; H 0.4673; H 0.4847; H 0.2731; C 0.3524; H 0.3622; C -0.0604; H 0.4235; C -1.1742; C -1.7150; H 0.4568; H 0.3607; C -0.0010; B 0.4311; H 0.4558; H 0.2384; C -1.7449; C -1.7220; C -1.1283; H 0.5708; H 0.4081; H 0.3335; H 0.2355; C -0.6220; O -0.6427; H 0.1994; C -2.1425; H 0.3837; C 1.7971; H 0.4852; H 0.5801; C 0.9579; C -0.5970; H 0.1086; H 0.3223; H 0.2273